[1]
The following is a quantum chemistry calculation of 2 unconnected molecules or ions with the total composition C5H11O, from OMol25.

**HOMO-LUMO gap**: 6.5 eV
**Energy relative to the best compared isomer or geometry (same formula, charge and spin)**: 0.889 eV
**Charge**: -1
**Total energy**: -7409.510 eV
**E_HOMO**: -2.40 eV

Atoms and positions in Å:
C: 2.90 -0.77 0.48
O: 1.88 0.10 0.26
H: 3.82 -0.26 0.87
H: 2.64 -1.61 1.17
H: 3.27 -1.29 -0.45
C: -0.74 0.90 1.30
C: -1.26 1.02 -0.14
C: -1.05 -0.26 -0.90
C: -1.93 -0.77 -1.75
H: 0.31 0.55 1.20
H: -0.79 1.87 1.79
H: -1.33 0.19 1.87
H: -0.66 1.78 -0.65
H: -2.32 1.31 -0.20
H: -0.08 -0.70 -0.68
H: -1.71 -1.65 -2.33
H: -2.95 -0.40 -1.85

Atomic partial charges in e from the Löwdin method, atoms 1 to 4: -0.46 -0.43 0.02 0.03

---

[2]
The following is a quantum chemistry calculation of C6H12 in the gas phase in a non-equilibrium geometry, from OMol25.

**HOMO-LUMO gap**: 10.8 eV
**Energy relative to the best compared isomer or geometry (same formula, charge and spin)**: 2.528 eV
**SMILES**: C[C@H]1C[C@@H](C)C1
**Total energy**: -6414.413 eV
**E_HOMO**: -9.55 eV

Atoms and positions in Å:
C: 0.21 0.45 2.04
C: 0.65 0.93 0.66
C: 1.20 -0.21 -0.24
C: 0.06 -0.07 -1.28
C: -0.93 -1.41 -1.23
C: -0.45 1.13 -0.43
H: -0.39 -0.46 1.94
H: -0.39 1.20 2.57
H: 1.07 0.20 2.68
H: 1.27 1.83 0.80
H: 0.60 -1.10 -0.07
H: 2.27 -0.43 -0.39
H: 0.28 0.07 -2.34
H: -1.90 -1.09 -1.61
H: -0.57 -2.25 -1.84
H: -1.15 -1.89 -0.24
H: -0.35 2.10 -0.93
H: -1.48 1.00 -0.09

Atomic partial charges in e from the Löwdin method, atoms 1 to 4: -0.08 -0.34 -0.13 -0.29

---

[3]
The following is a quantum chemistry calculation of a molecular structure, C2H5O3P2 in a non-equilibrium geometry, from OMol25.

**HOMO-LUMO gap (spin up / spin down)**: 7.4 / 7.4 eV
**Energy relative to the best compared isomer or geometry (same formula, charge and spin)**: 1.396 eV
**Charge**: -1
**Total energy**: -26877.289 eV
**E_HOMO (spin up / spin down)**: -3.54 / -3.54 eV

Atoms and positions in Å:
C: -1.57 -0.05 -0.84
C: 0.86 0.95 1.13
O: -0.91 -2.34 0.64
O: 3.14 0.29 -0.05
O: 0.91 -1.19 -0.74
P: 1.77 0.64 -0.46
P: -0.36 -1.07 0.13
H: -2.51 0.02 -0.31
H: -1.13 0.93 -0.99
H: -1.71 -0.54 -1.80
H: 0.15 1.75 1.26
H: 1.37 0.62 2.03

Atomic partial charges in e from the Löwdin method, atoms 1 to 4: -0.22 -0.31 -0.38 -0.56

---

[4]
The following is a quantum chemistry calculation of 12 unconnected molecules or ions with the total composition C40H110N14O18 in a non-equilibrium geometry, from OMol25.

**HOMO-LUMO gap**: 8.7 eV
**Energy relative to the best compared isomer or geometry (same formula, charge and spin)**: 3.960 eV
**SMILES**: COCCNCCOC.COCCNCCOC.COCCNCCOC.COCCNCCOC.COCCNCCOC.COCCNCCOC.NC(N)=O.NC(N)=O.NC(N)=O.NC(N)=O.O.O
**Total energy**: -100969.392 eV
**E_HOMO**: -8.73 eV

Atoms and positions in Å:
C: 39.60 -4.34 12.14
O: 38.51 -3.48 11.79
C: 37.33 -3.77 12.57
C: 36.00 -2.92 12.35
N: 35.40 -3.24 11.04
C: 34.13 -2.61 10.80
C: 33.60 -3.15 9.47
O: 34.42 -2.69 8.37
C: 33.87 -3.13 7.10
H: 40.44 -4.02 11.53
H: 39.47 -5.42 12.15
H: 39.83 -4.02 13.16
H: 37.52 -3.69 13.64
H: 37.09 -4.81 12.33
H: 36.21 -1.86 12.49
H: 35.40 -3.26 13.19
H: 36.00 -2.84 10.34
H: 34.28 -1.53 10.79
H: 33.42 -2.90 11.58
H: 32.55 -2.85 9.35
H: 33.71 -4.23 9.52
H: 34.57 -3.04 6.28
H: 33.13 -2.42 6.72
H: 33.28 -4.05 7.12
C: 33.21 -10.53 14.51
O: 32.25 -9.54 14.15
C: 30.97 -9.94 14.45
C: 30.23 -10.37 13.14
N: 30.74 -11.56 12.42
C: 30.14 -11.81 11.12
C: 28.60 -12.16 11.15
O: 27.78 -11.11 10.63
C: 27.82 -10.94 9.22
H: 33.21 -11.33 13.78
H: 33.01 -10.94 15.49
H: 34.22 -10.13 14.46
H: 30.49 -9.18 15.06
H: 30.91 -10.80 15.12
H: 30.35 -9.55 12.43
H: 29.20 -10.54 13.45
H: 31.71 -11.34 12.24
H: 30.80 -12.48 10.58
H: 30.36 -10.91 10.53
H: 28.29 -12.46 12.14
H: 28.48 -13.07 10.57
H: 27.03 -10.21 9.03
H: 27.48 -11.83 8.70
H: 28.76 -10.59 8.79
C: 31.61 2.66 9.65
O: 30.33 3.11 10.07
C: 29.30 2.17 9.85
C: 28.00 2.35 10.78
N: 28.33 2.22 12.17
C: 27.25 2.81 12.94
C: 27.55 2.72 14.52
O: 28.85 3.33 14.77
C: 29.32 3.15 16.11
H: 31.90 1.78 10.22
H: 32.44 3.30 9.92
H: 31.77 2.62 8.57
H: 29.70 1.17 9.98
H: 29.07 2.31 8.79
H: 27.22 1.67 10.44
H: 27.69 3.36 10.52
H: 28.17 1.26 12.45
H: 26.34 2.25 12.73
H: 27.17 3.86 12.70
H: 27.61 1.73 14.97
H: 26.76 3.26 15.04
H: 29.44 2.17 16.56
H: 28.77 3.77 16.82
H: 30.29 3.65 16.09
C: 35.92 -4.86 18.15
O: 36.73 -4.11 19.02
C: 37.16 -2.88 18.53
C: 38.02 -2.23 19.57
N: 39.12 -3.13 19.99
C: 40.15 -3.03 19.01
C: 41.41 -3.95 19.36
O: 42.03 -3.42 20.53
C: 43.27 -4.06 20.99
H: 35.72 -5.83 18.58
H: 36.41 -4.97 17.18
H: 35.01 -4.30 17.95
H: 36.32 -2.29 18.18
H: 37.85 -3.10 17.72
H: 37.50 -1.95 20.48
H: 38.45 -1.33 19.11
H: 38.74 -4.05 19.80
H: 40.48 -1.99 18.95
H: 39.91 -3.47 18.04
H: 42.19 -3.86 18.61
H: 41.22 -4.99 19.60
H: 43.86 -3.40 21.63
H: 43.81 -4.45 20.13
H: 42.97 -4.87 21.66
C: 28.87 -5.91 9.79
O: 28.49 -4.56 9.75
C: 27.14 -4.39 10.21
C: 27.05 -2.90 10.59
N: 28.09 -2.44 11.60
C: 27.81 -3.18 12.86
C: 28.86 -2.74 13.83
O: 30.19 -3.09 13.48
C: 30.45 -4.53 13.65
H: 29.92 -5.83 9.48
H: 28.36 -6.56 9.08
H: 28.78 -6.34 10.79
H: 26.90 -5.03 11.05
H: 26.40 -4.61 9.45
H: 26.10 -2.49 10.91
H: 27.10 -2.28 9.69
H: 28.93 -2.82 11.20
H: 27.71 -4.25 12.65
H: 26.85 -2.81 13.24
H: 28.50 -3.35 14.66
H: 28.68 -1.75 14.25
H: 29.68 -5.19 13.26
H: 30.54 -4.91 14.67
H: 31.41 -4.75 13.18
C: 24.29 -7.83 6.48
O: 25.43 -7.61 5.61
C: 25.30 -6.68 4.53
C: 26.51 -6.88 3.61
N: 27.68 -6.54 4.37
C: 29.03 -6.91 3.78
C: 29.32 -8.44 3.69
O: 28.44 -9.07 2.74
C: 28.56 -10.48 2.77
H: 23.80 -6.89 6.70
H: 24.55 -8.13 7.50
H: 23.55 -8.55 6.11
H: 25.34 -5.69 5.00
H: 24.39 -6.62 3.93
H: 26.47 -6.21 2.75
H: 26.46 -7.90 3.23
H: 27.46 -6.92 5.28
H: 29.80 -6.59 4.48
H: 29.31 -6.40 2.86
H: 29.23 -8.90 4.67
H: 30.37 -8.52 3.41
H: 27.91 -10.88 3.56
H: 29.58 -10.86 2.82
H: 28.15 -10.82 1.82
N: 34.46 -7.36 11.88
C: 34.80 -8.05 10.85
N: 35.50 -7.29 10.02
O: 34.68 -9.26 10.75
H: 34.59 -6.36 11.85
H: 33.87 -7.80 12.57
H: 35.91 -7.71 9.20
H: 35.48 -6.29 10.14
N: 32.00 0.98 13.95
C: 33.14 1.34 14.41
N: 33.39 2.59 14.18
O: 33.88 0.62 15.11
H: 31.65 0.08 14.27
H: 31.32 1.64 13.61
H: 32.67 3.12 13.73
H: 34.13 3.03 14.72
N: 22.17 -0.79 12.29
C: 21.31 -1.72 11.98
N: 21.56 -2.18 10.82
O: 20.45 -2.20 12.65
H: 22.00 -0.22 13.12
H: 22.66 -0.50 11.47
H: 22.16 -1.86 10.07
H: 20.94 -2.95 10.60
N: 26.93 -1.92 3.82
C: 27.49 -1.40 4.89
N: 28.24 -2.32 5.39
O: 27.15 -0.36 5.50
H: 27.33 -2.71 3.33
H: 26.47 -1.24 3.22
H: 28.19 -3.14 4.81
H: 28.60 -2.26 6.33
O: 26.11 -9.03 12.68
H: 26.54 -9.56 12.01
H: 26.63 -9.17 13.47
O: 23.98 -1.12 7.61
H: 23.59 -1.75 7.01
H: 24.75 -0.79 7.15

Atomic partial charges in e from the Löwdin method, atoms 1 to 4: -0.11 -0.20 -0.20 -0.17

---

[5]
The following is a quantum chemistry calculation of a molecular structure, C20H19N5O3 in a non-equilibrium geometry, from OMol25.

**HOMO-LUMO gap**: 8.5 eV
**Energy relative to the best compared isomer or geometry (same formula, charge and spin)**: 20.667 eV
**Total energy**: -34622.377 eV
**E_HOMO**: -8.33 eV

Atoms and positions in Å:
C: -5.11 -2.58 0.25
C: -5.57 -1.19 -0.03
H: -5.58 -0.84 -1.12
H: -6.67 -1.13 0.37
O: -4.92 -0.38 0.51
C: -3.88 0.14 0.09
O: -3.56 -0.28 -0.89
N: -3.23 1.16 0.71
C: -2.06 1.85 0.49
C: -1.41 1.87 -0.69
C: -0.32 2.78 -0.86
C: 0.30 3.27 0.09
C: -0.16 2.93 1.34
C: -1.35 2.54 1.69
H: -1.81 2.39 2.51
H: 0.26 3.57 2.40
O: 1.61 3.72 0.15
C: 2.52 3.43 -0.76
C: 3.39 2.38 -0.43
N: 4.42 2.31 0.33
N: 4.73 1.01 0.46
C: 3.68 0.33 0.33
N: 2.81 1.10 -0.38
N: 1.62 0.57 -0.79
C: 1.45 -0.58 -1.12
C: 2.46 -1.65 -0.26
C: 2.13 -3.23 -0.15
C: 3.08 -3.72 0.41
C: 4.16 -3.41 1.06
C: 4.55 -2.07 0.94
C: 3.60 -1.06 0.23
H: 5.40 -1.63 1.13
H: 4.99 -4.01 1.43
H: 2.82 -5.07 0.49
H: 1.17 -3.52 -0.53
C: 0.22 -1.02 -1.44
H: -0.43 -1.67 -0.89
H: -0.36 -0.37 -1.65
H: 0.35 -1.93 -2.23
H: 2.01 3.43 -1.74
H: 3.34 4.23 -0.73
H: 0.01 2.70 -1.64
H: -2.05 1.41 -1.49
H: -3.67 1.13 1.77
H: -4.27 -2.59 -0.34
H: -4.94 -2.89 1.22
H: -5.73 -3.42 -0.28

Atomic partial charges in e from the Löwdin method, atoms 1 to 4: -0.03 -0.43 0.17 0.16

---

[6]
The following is a quantum chemistry calculation of Cl2OS in the gas phase in a non-equilibrium geometry, from OMol25.

**HOMO-LUMO gap**: 9.4 eV
**Energy relative to the best compared isomer or geometry (same formula, charge and spin)**: 1.116 eV
**Total energy**: -37926.074 eV
**E_HOMO**: -11.00 eV

Atoms and positions in Å:
O: 1.10 1.16 -0.19
S: 0.01 0.24 0.60
Cl: 0.76 -1.64 -0.20
Cl: -1.87 0.24 -0.21

Now the Löwdin charges, all in e: -0.62 0.32 0.12 0.18

---

[7]
The following is a quantum chemistry calculation of a molecular structure, C27H16BrCuF6N4O2 in a non-equilibrium geometry, from OMol25.

**HOMO-LUMO gap**: 4.9 eV
**Energy relative to the best compared isomer or geometry (same formula, charge and spin)**: 0.268 eV
**Charge**: -2
**Total energy**: -169299.923 eV
**E_HOMO**: -0.52 eV

Atoms and positions in Å:
Cu: -1.36 -1.54 -1.67
C: -1.24 2.99 4.01
O: -0.68 4.22 3.56
C: 0.22 4.12 2.56
C: 0.56 5.29 1.91
C: 1.48 5.28 0.88
C: 2.08 4.10 0.44
C: 1.74 2.93 1.11
C: 0.82 2.93 2.17
N: 3.13 4.22 -0.54
N: 3.42 3.29 -1.35
C: 2.62 2.20 -1.65
C: 3.35 1.09 -2.13
C: 2.83 -0.16 -2.31
C: 1.44 -0.43 -2.05
O: 0.95 -1.54 -2.11
C: 0.59 0.77 -1.73
N: -0.74 0.54 -1.66
C: -1.56 1.56 -1.52
C: -1.10 2.89 -1.48
C: 0.25 3.13 -1.51
C: 1.16 2.05 -1.58
H: -2.03 3.24 4.70
H: -0.50 2.37 4.52
H: -1.66 2.41 3.18
H: 0.08 6.22 2.23
H: 1.75 6.20 0.38
H: 2.18 1.99 0.81
H: 0.57 1.99 2.65
H: 4.42 1.26 -2.28
H: 3.45 -0.99 -2.63
H: -2.62 1.32 -1.46
H: -1.80 3.71 -1.44
H: 0.63 4.14 -1.49
F: -2.25 -1.50 -3.41
F: -3.17 -0.40 0.74
C: -2.12 -1.17 1.20
C: -1.37 -1.91 0.32
C: -0.40 -2.65 0.95
F: 0.41 -3.49 0.23
C: -0.15 -2.64 2.31
F: 0.83 -3.38 2.87
C: -0.94 -1.88 3.13
F: -0.74 -1.86 4.46
C: -1.95 -1.14 2.57
F: -2.77 -0.43 3.38
Br: -3.83 -4.68 -0.81
C: -2.10 -5.10 -1.50
C: -1.59 -6.39 -1.30
C: -0.35 -6.67 -1.83
C: 0.33 -5.68 -2.51
C: -0.26 -4.43 -2.64
N: -1.48 -4.16 -2.14
H: -2.17 -7.13 -0.75
H: 0.08 -7.65 -1.71
H: 1.31 -5.87 -2.95
H: 0.24 -3.59 -3.13

Atomic partial charges in e from the Löwdin method, atoms 1 to 4: 0.25 -0.08 -0.10 -0.32

---

[8]
The following is a quantum chemistry calculation of C7H12 in the gas phase, from OMol25.

**HOMO-LUMO gap**: 10.9 eV
**Energy relative to the best compared isomer or geometry (same formula, charge and spin)**: 1.260 eV
**SMILES**: CC1CC2(CC2)C1
**Total energy**: -7452.171 eV
**E_HOMO**: -9.76 eV

Atoms and positions in Å:
C: -2.53 0.31 0.10
C: -1.23 -0.48 -0.01
C: -0.22 -0.01 -1.09
C: 0.87 -0.01 -0.02
C: 2.21 -0.67 -0.19
C: 2.12 0.81 0.08
C: -0.15 -0.23 1.08
H: -3.15 0.15 -0.79
H: -2.32 1.38 0.18
H: -3.11 0.01 0.98
H: -1.45 -1.55 -0.11
H: -0.07 -0.69 -1.93
H: -0.46 0.99 -1.49
H: 2.47 -0.97 -1.21
H: 2.59 -1.32 0.58
H: 2.37 1.52 -0.70
H: 2.39 1.13 1.08
H: -0.35 0.69 1.65
H: 0.03 -1.05 1.79

Atomic partial charges in e from the Löwdin method, atoms 1 to 4: -0.08 -0.35 -0.08 -0.44

---

[9]
The following is a quantum chemistry calculation of a molecular structure, C7H13NOOsP in a non-equilibrium geometry, from OMol25.

**Spin multiplicity**: 5
**HOMO-LUMO gap (spin up / spin down)**: 7.6 / 6.7 eV
**Energy relative to the best compared isomer or geometry (same formula, charge and spin)**: 3.449 eV
**Charge**: +1
**Expectation value of S²**: 6.043
**Total energy**: -22748.947 eV
**E_HOMO (spin up / spin down)**: -11.46 / -12.15 eV

Atoms and positions in Å:
C: -1.29 -0.66 -0.69
C: -1.33 -1.51 -2.00
C: -1.26 -0.66 -3.13
C: -1.12 0.70 -2.66
C: -1.26 0.69 -1.23
Os: 0.19 -0.01 1.45
P: -1.60 -0.52 2.66
H: -1.98 -0.96 0.18
H: -1.07 -2.58 -1.89
H: -1.14 -0.94 -4.16
H: -1.37 1.60 -0.56
H: -0.72 1.62 -3.15
H: -0.98 -1.50 3.52
H: -2.70 -1.18 1.98
H: -2.21 0.45 3.52
C: 2.72 0.81 1.63
C: 1.69 0.93 0.62
N: 1.74 -0.06 -0.40
O: 0.87 1.94 0.46
H: 3.66 0.94 1.10
H: 2.45 -0.16 2.09
H: 2.60 1.60 2.35
H: 1.66 0.23 -1.40
H: 2.46 -0.78 -0.28

Atomic partial charges in e from the Löwdin method, atoms 1 to 4: -0.22 -0.01 -0.07 -0.03

---

[10]
The following is a quantum chemistry calculation of C2H4N2O in the gas phase in a non-equilibrium geometry, from OMol25.

**HOMO-LUMO gap (spin up / spin down)**: 7.8 / 7.8 eV
**Energy relative to the best compared isomer or geometry (same formula, charge and spin)**: 3.988 eV
**Total energy**: -7162.492 eV
**E_HOMO (spin up / spin down)**: -7.29 / -7.29 eV

Atoms and positions in Å:
C: -0.79 0.12 0.92
C: -0.14 0.20 -0.43
N: 0.12 -0.41 1.47
N: 0.29 -0.99 -0.83
O: 0.70 1.27 -0.62
H: -1.65 0.54 1.41
H: -0.11 -1.85 -0.43
H: 1.29 -1.05 -0.87
H: 0.31 2.17 -0.63

Atomic partial charges in e from the Löwdin method, atoms 1 to 4: -0.33 -0.35 0.12 0.08

---

[11]
The following is a quantum chemistry calculation of 2 unconnected molecules or ions with the total composition C4H10O2S3 in a non-equilibrium geometry, from OMol25.

**HOMO-LUMO gap**: 8.2 eV
**Energy relative to the best compared isomer or geometry (same formula, charge and spin)**: 2.368 eV
**Total energy**: -40906.154 eV
**E_HOMO**: -8.64 eV

Atoms and positions in Å:
C: 2.00 2.12 0.27
C: 1.41 1.76 -1.08
C: 0.72 0.44 -0.95
C: -2.34 -2.41 0.53
O: -0.08 0.60 0.21
O: -0.79 -0.61 0.49
S: -0.96 -3.56 0.53
S: -3.03 -2.06 1.95
S: -2.94 -2.03 -0.98
H: 2.92 1.54 0.54
H: 2.23 3.20 0.46
H: 1.26 1.91 1.08
H: 2.22 1.72 -1.87
H: 0.65 2.52 -1.25
H: 0.14 0.33 -1.93
H: 1.47 -0.26 -0.75
H: -0.33 -3.20 1.62
H: -0.70 -0.77 1.53
H: -3.87 -1.26 -0.40

Atomic partial charges in e from the Löwdin method, atoms 1 to 4: -0.13 -0.25 -0.23 -1.71

---

[12]
The following is a quantum chemistry calculation of 9 unconnected molecules or ions with the total composition C5H28N2O9 in a non-equilibrium geometry, from OMol25.

**HOMO-LUMO gap**: 9.3 eV
**Energy relative to the best compared isomer or geometry (same formula, charge and spin)**: 3.724 eV
**SMILES**: NCCC[C@@H](N)C=O.O.O.O.O.O.O.O.O
**Total energy**: -27046.322 eV
**E_HOMO**: -9.16 eV

Atoms and positions in Å:
N: -1.03 0.55 -2.30
C: -1.31 0.14 -0.93
C: -1.46 1.42 -0.10
C: -1.36 1.00 1.41
C: 0.04 0.53 1.77
N: 0.69 1.30 2.85
C: 0.05 -1.00 2.03
O: -0.88 -1.62 1.56
H: -1.70 0.90 -2.96
H: -0.30 1.29 -2.32
H: -2.11 -0.56 -1.02
H: -0.58 -0.55 -0.48
H: -0.83 2.27 -0.29
H: -2.52 1.75 -0.19
H: -1.58 1.81 2.17
H: -2.13 0.26 1.49
H: 0.61 0.67 0.81
H: 1.70 1.18 2.80
H: 0.40 0.97 3.76
H: 0.77 -1.57 2.69
O: 0.60 -4.05 0.73
H: 1.41 -4.21 0.23
H: -0.14 -3.86 0.14
O: -1.64 -2.53 -1.86
H: -0.92 -2.58 -2.51
H: -2.38 -2.44 -2.47
O: 2.24 -1.11 0.26
H: 2.13 -1.14 -0.71
H: 1.89 -1.94 0.60
O: 1.25 -1.18 -2.33
H: 1.68 -1.40 -3.16
H: 0.67 -0.43 -2.54
O: 0.73 3.23 -1.57
H: 0.05 3.88 -1.35
H: 1.31 3.19 -0.78
O: -3.59 -2.54 0.29
H: -2.80 -2.95 0.68
H: -3.36 -1.60 0.30
O: 3.11 1.39 -0.05
H: 3.71 0.90 -0.61
H: 2.62 0.73 0.48
O: 1.62 3.73 1.14
H: 1.11 3.09 1.67
H: 2.21 3.11 0.68

Atomic partial charges in e from the Löwdin method, atoms 1 to 4: -0.01 -0.27 -0.15 -0.16